177
Properties=species:S:1:pos:R:3:forces:R:3:mulliken_charge:R:1 method="wB97M-V/def2-TZVPD" homo_lumo_gap_ev=8.00 e_tot_ev=-78540.54856 multiplicity=1 total_charge=0 e_above_lowest_kcal_mol=64.77 e_homo_ha=-0.2801 smiles=CC1(C)CCCC(C)(C)N1O.CC1(C)CCCC(C)(C)N1O.CC1(C)CCCC(C)(C)N1O.CC1(C)CCCC(C)(C)N1O.CC1(C)CCCC(C)(C)N1O.CC(C)O.CC(C)O.O
O 20.791 15.772 8.303 0.38 -0.16 -0.11 -0.665
H 20.081 16.188 8.793 -0.52 0.21 0.43 0.380
H 20.637 16.028 7.394 -0.02 -0.01 -0.21 0.287
C 17.821 12.206 10.656 -0.44 -0.39 -1.01 -2.319
C 18.208 11.010 11.545 0.53 -1.16 1.04 2.220
C 18.900 11.610 12.805 -0.02 1.22 -2.66 -0.248
C 19.000 10.725 13.932 -1.85 -1.03 3.29 -0.426
C 17.560 10.295 14.434 1.58 0.17 -1.37 -0.965
C 16.902 9.529 13.286 -1.11 0.00 -1.13 1.291
N 16.988 10.293 11.997 0.45 2.19 1.45 1.442
O 16.252 9.738 10.942 0.40 -0.77 -0.13 -0.675
C 17.520 8.150 13.104 0.13 -1.07 1.09 -1.955
C 15.393 9.395 13.656 0.86 -0.48 -0.35 -1.729
C 19.274 10.112 10.829 -0.02 0.42 -1.04 -2.046
H 17.568 11.851 9.657 0.35 -0.06 -0.36 0.661
H 18.584 12.979 10.559 0.38 -0.33 0.02 0.556
H 16.920 12.763 10.913 -0.16 -0.28 0.88 -0.062
H 19.933 11.843 12.545 0.04 0.35 -0.52 0.482
H 18.401 12.571 12.931 -0.09 -0.03 0.84 -0.554
H 19.428 11.243 14.790 0.52 -0.05 -0.06 -0.280
H 19.607 9.854 13.684 0.00 -0.01 0.19 0.585
H 16.970 11.171 14.702 0.02 0.28 -0.29 -0.035
H 17.595 9.709 15.352 0.12 -0.39 -0.21 0.683
H 17.222 7.532 12.257 -0.33 0.62 -0.35 0.317
H 18.609 8.116 13.137 0.03 0.35 -0.13 0.299
H 17.209 7.560 13.966 0.02 -0.21 0.25 0.484
H 14.878 10.353 13.584 -0.01 -0.09 -0.37 0.072
H 14.989 8.614 13.013 -0.54 0.31 0.01 0.448
H 15.298 9.071 14.693 0.12 -0.17 0.05 0.447
H 20.010 10.816 10.440 0.24 -0.01 -0.08 0.456
H 18.937 9.555 9.954 -0.66 0.29 -0.13 0.422
H 19.842 9.334 11.340 -0.31 0.32 0.97 0.228
H 15.870 10.507 10.512 -0.33 0.04 0.05 0.326
C 13.757 14.473 8.771 -1.51 0.20 0.25 -0.694
C 13.057 13.808 7.531 1.72 0.54 -0.27 2.035
C 14.230 13.479 6.556 -0.67 -1.32 -0.16 -1.373
C 14.994 12.240 6.904 -1.25 -2.09 1.34 0.004
C 13.964 11.050 7.062 0.27 0.93 -0.47 -1.541
C 12.764 11.320 8.000 1.88 -1.27 1.92 1.487
N 12.224 12.611 7.737 -0.42 0.99 -0.40 0.402
O 11.147 12.959 8.638 0.94 -0.28 0.13 -0.485
C 11.682 10.250 7.769 0.86 -0.61 -0.38 -1.886
C 13.333 11.096 9.480 -1.77 0.17 -0.56 -1.177
C 12.106 14.772 6.801 -0.41 0.70 0.33 -1.857
H 13.048 14.578 9.592 -0.21 -0.11 0.04 0.531
H 14.018 15.502 8.521 0.20 -0.04 -0.25 -0.211
H 14.632 13.995 9.212 0.04 -0.35 -0.48 -0.131
H 13.707 13.150 5.658 0.30 0.88 -0.80 0.527
H 15.012 14.233 6.463 -0.86 0.78 -0.35 0.206
H 15.525 12.338 7.851 0.19 0.11 0.12 -0.326
H 15.724 11.925 6.159 -0.01 0.31 -0.13 0.558
H 14.519 10.179 7.411 -0.29 -0.19 0.00 0.400
H 13.525 10.836 6.088 0.26 -0.11 -0.33 0.410
H 11.432 10.192 6.709 -0.50 0.48 -0.02 0.416
H 12.141 9.274 7.925 0.13 -0.09 0.30 0.420
H 10.810 10.271 8.422 0.03 0.41 -0.11 0.437
H 14.297 11.538 9.731 -0.10 0.22 -0.29 -0.584
H 12.537 11.508 10.100 0.29 0.22 0.50 0.468
H 13.328 10.029 9.701 0.36 -0.02 -0.09 0.719
H 11.504 15.312 7.531 -0.19 -0.05 0.02 0.392
H 11.430 14.223 6.144 0.03 -0.24 0.18 0.479
H 12.526 15.539 6.150 0.76 -0.06 0.22 0.220
H 10.345 12.694 8.182 -0.02 -0.01 -0.29 0.347
C 15.154 17.419 4.509 -1.07 -1.01 1.10 -1.946
C 15.734 18.825 4.736 -2.53 -0.59 -3.21 1.559
C 14.667 19.765 3.996 0.68 0.47 -0.07 -0.990
C 13.449 20.193 4.772 0.62 0.06 1.69 -0.553
C 13.889 20.811 6.107 -0.57 -2.15 1.23 -1.257
C 14.731 19.678 6.967 0.85 1.81 -0.14 1.861
N 15.897 19.331 6.083 -1.03 0.54 -0.66 0.133
O 16.785 18.488 6.746 0.75 -0.28 0.58 -0.232
C 15.365 20.374 8.233 -0.38 0.31 -0.63 -1.784
C 13.904 18.510 7.524 -0.41 -0.96 -0.28 -1.851
C 17.048 18.736 3.891 0.68 0.94 1.57 -1.926
H 14.179 17.272 4.973 -0.25 0.32 0.24 0.297
H 15.711 16.572 4.911 0.56 0.19 -0.06 0.394
H 14.941 17.226 3.458 0.45 0.17 -0.09 0.480
H 15.249 20.640 3.706 -0.17 0.28 -0.22 0.369
H 14.152 19.367 3.122 1.18 -0.68 -0.51 0.369
H 12.854 19.309 5.001 -0.15 -0.12 0.01 0.243
H 12.791 20.845 4.198 0.21 0.18 -0.08 0.422
H 12.997 20.973 6.711 -0.10 0.21 0.17 0.413
H 14.363 21.786 5.987 0.58 -0.32 0.10 0.369
H 15.800 19.731 8.998 -0.09 -0.51 -0.35 -0.071
H 16.148 21.075 7.943 -0.05 0.10 -0.19 0.509
H 14.582 20.938 8.740 -0.11 0.10 -0.04 0.476
H 14.500 17.627 7.755 0.67 0.11 -0.35 0.296
H 13.440 18.655 8.500 -0.08 0.86 -0.04 0.510
H 13.114 18.112 6.888 -0.06 0.30 -0.31 0.277
H 17.568 19.690 3.805 -0.12 0.32 0.06 0.413
H 17.034 18.313 2.887 -0.80 -0.08 0.20 0.362
H 17.704 18.111 4.497 0.20 -0.21 -0.20 0.421
H 17.555 19.057 6.670 0.56 -0.47 0.55 0.275
C 15.615 14.361 13.717 -0.22 1.21 0.24 -0.434
C 14.066 14.479 13.773 1.06 -0.81 0.13 2.339
C 13.500 13.343 14.740 1.15 0.90 -0.43 -0.998
C 13.519 13.654 16.285 -1.18 0.26 -2.38 -0.666
C 12.845 15.011 16.411 0.93 0.66 0.06 -1.512
C 13.581 16.161 15.636 -1.27 1.75 -0.30 1.442
N 13.697 15.854 14.180 -1.97 -2.77 2.14 0.337
O 14.206 16.843 13.358 0.19 0.27 -0.15 -0.296
C 12.582 17.432 15.715 -0.34 -0.29 -0.85 -1.748
C 14.927 16.558 16.310 -0.79 -0.61 -0.14 -0.835
C 13.557 14.180 12.345 -0.50 0.59 -0.10 -1.840
H 15.959 15.317 13.322 0.16 -0.12 -0.61 -0.463
H 15.992 13.548 13.097 -0.04 -0.13 0.21 0.058
H 16.068 14.404 14.707 -0.08 -0.72 0.25 0.092
H 12.552 13.060 14.280 -0.55 0.13 0.84 0.676
H 14.137 12.480 14.545 0.16 -0.07 -0.06 -0.226
H 14.527 13.652 16.699 -0.06 -0.22 -0.05 0.182
H 12.862 12.897 16.714 0.41 -0.08 0.50 0.504
H 12.855 15.331 17.453 -0.10 0.12 0.15 0.432
H 11.798 14.934 16.117 0.04 0.10 -0.26 0.498
H 11.577 17.212 15.357 -0.06 -0.85 -0.18 0.433
H 12.336 17.930 16.653 0.84 -0.45 0.59 0.399
H 12.824 18.247 15.033 0.82 -0.05 0.01 0.399
H 15.265 15.789 17.005 -0.12 0.01 0.03 0.163
H 15.712 16.649 15.560 -0.06 0.48 0.06 -0.120
H 14.727 17.470 16.873 0.59 0.06 -0.07 0.307
H 13.670 13.140 12.042 0.48 -0.03 0.12 0.256
H 14.012 14.841 11.607 0.56 -0.20 0.05 -0.307
H 12.499 14.380 12.172 -0.38 0.05 0.63 0.686
H 13.415 16.947 12.823 0.23 0.74 -0.51 0.361
C 19.213 14.462 15.123 -1.15 -0.72 -0.72 -0.982
C 20.286 14.590 16.208 -0.46 -0.19 -1.43 1.937
C 20.953 15.928 15.846 -0.22 1.34 1.87 -1.517
C 20.245 17.155 16.494 0.59 -0.42 0.80 -0.583
C 19.968 16.900 17.981 -0.33 -1.25 -0.33 -1.587
C 19.128 15.635 18.335 -0.01 0.49 0.59 1.935
N 19.730 14.488 17.637 2.13 0.43 -0.58 0.278
O 19.155 13.227 17.971 -0.30 0.73 -0.78 -0.453
C 19.266 15.522 19.910 0.78 -0.52 -0.50 -2.045
C 17.652 15.837 18.026 -0.01 0.19 -0.03 -1.489
C 21.405 13.560 15.856 -0.29 -0.54 0.81 -1.914
H 18.869 13.436 14.989 -0.45 -0.02 0.49 -0.478
H 19.498 14.719 14.102 1.06 -0.04 0.02 0.606
H 18.367 15.146 15.189 -0.22 -0.17 0.79 -0.060
H 21.979 15.837 16.202 0.15 0.56 0.25 0.511
H 21.026 16.101 14.773 -0.17 -0.48 0.02 0.361
H 19.344 17.484 15.977 0.00 -0.17 -0.20 0.191
H 20.945 17.990 16.547 -0.03 0.22 -0.62 0.466
H 19.455 17.735 18.458 0.21 0.14 -0.05 0.518
H 20.933 16.719 18.454 0.13 0.30 0.19 0.466
H 18.509 14.943 20.439 -0.14 -0.16 -0.40 0.345
H 20.239 15.081 20.126 0.07 -0.32 -0.04 0.504
H 19.338 16.475 20.434 -0.37 0.37 -0.45 0.385
H 17.077 15.047 18.508 -0.14 -0.12 -0.31 0.495
H 17.319 16.782 18.456 -0.06 0.08 0.13 0.408
H 17.442 15.897 16.958 0.08 -0.22 0.11 0.009
H 21.874 13.737 14.888 -0.50 0.37 -0.23 0.352
H 21.052 12.529 15.827 -0.18 -0.02 0.13 0.259
H 22.256 13.593 16.536 -0.18 0.12 0.44 0.528
H 19.814 12.806 18.529 0.19 0.03 0.07 0.335
C 16.743 16.084 10.274 -0.94 0.21 0.58 -0.923
C 17.562 17.251 10.788 -0.29 0.30 0.18 1.804
C 17.817 17.252 12.288 0.55 0.20 -0.03 -1.666
O 18.745 17.286 10.055 1.55 -0.96 -0.63 -0.404
H 17.007 15.093 10.645 0.78 0.08 -0.11 -0.357
H 16.669 16.093 9.186 0.09 -0.01 0.04 0.683
H 15.743 16.184 10.697 -0.34 0.24 -0.20 0.070
H 17.100 18.202 10.522 -0.92 0.05 0.15 -0.874
H 18.486 18.064 12.572 0.09 0.39 -0.27 0.613
H 18.396 16.369 12.559 -0.47 -0.38 0.23 0.390
H 16.920 17.431 12.881 -0.13 -0.54 -0.05 0.251
H 19.388 17.867 10.468 0.08 0.41 -0.08 0.279
C 19.074 21.155 11.088 -0.66 -0.22 -1.55 -0.976
C 19.730 21.029 9.696 3.45 0.32 0.65 0.664
C 21.046 21.955 9.567 -1.39 0.60 -0.51 -1.312
O 20.280 19.677 9.582 -0.85 0.30 0.58 -0.470
H 18.415 22.023 11.119 0.38 0.37 0.05 0.388
H 19.782 21.165 11.917 -0.07 -0.17 -0.19 0.317
H 18.352 20.340 11.125 0.21 -0.36 0.52 0.040
H 19.054 21.205 8.860 -0.19 0.17 0.20 0.085
H 20.819 23.008 9.403 -0.58 0.23 0.24 0.403
H 21.622 21.763 8.663 -0.01 -0.70 0.03 0.368
H 21.723 21.972 10.421 -0.25 -0.65 0.14 0.296
H 20.495 19.486 8.666 0.02 0.12 -0.06 0.276